No. 1
An isolated molecule of C18H13ClN4O2S. Source: the OMol25 dataset; level of theory: ωB97M-V/def2-TZVPD.

Each line ends with the Löwdin charge.
Positions of all 39 atoms, in Å:
O -3.38 3.74 1.34  0.07
C -3.14 3.75 0.14  -0.45
N -4.01 4.29 -0.76  -0.01
O -5.31 4.62 -0.38  0.00
C -2.08 2.92 -0.52  -0.14
C -1.11 3.41 -1.42  -0.03
C 0.01 2.68 -1.92  -0.03
C 0.17 1.39 -1.43  -0.23
C 1.43 0.69 -1.81  -0.09
N 1.34 -0.82 -1.86  -0.03
N 1.20 -1.45 -3.09  0.07
C 1.18 -2.73 -3.17  -0.70
Cl 1.16 -3.35 -4.82  0.65
C 1.29 -3.63 -2.03  -0.10
C 1.32 -3.02 -0.81  -0.38
S 1.60 -4.15 0.53  1.09
C 1.70 -3.12 1.87  -0.49
C 1.62 -3.75 3.21  -0.10
C 1.41 -2.96 4.26  -0.15
C 1.40 -1.57 4.22  -0.05
C 1.55 -0.95 2.89  0.00
C 1.61 -1.75 1.75  -0.29
N 1.55 -1.04 0.50  0.13
C 1.38 -1.60 -0.68  -0.29
C -0.77 0.84 -0.52  -0.01
C -1.82 1.62 -0.02  0.00
H -3.80 4.00 -1.73  0.17
H -5.14 4.91 0.56  0.12
H -1.15 4.41 -1.95  0.13
H 0.73 3.26 -2.45  0.11
H 1.82 1.09 -2.76  0.12
H 2.25 1.18 -1.08  0.18
H 1.36 -4.63 -2.24  0.08
H 1.65 -4.82 3.12  0.09
H 1.38 -3.45 5.26  0.12
H 1.30 -0.87 5.08  0.11
H 1.55 0.10 2.67  0.10
H -0.68 -0.29 -0.34  0.13
H -2.58 1.06 0.39  0.09

E_LUMO: -0.37 eV
Frontier orbital gap: 7.22 eV
Electronic energy: -1921.46377 a.u.
Structure (SMILES): O=C(NO)c1ccc(CN2N=C(Cl)C=C3Sc4ccccc4N=C32)cc1
Net charge: 0
Highest occupied orbital energy: -7.587 eV


No. 2
A structure of composition C18H13F3HgIN3O3S. Source: the OMol25 dataset; level of theory: ωB97M-V/def2-TZVPD.

Each line ends with the Löwdin charge.
Positions of all 43 atoms, in Å:
Hg 0.24 0.83 0.58  1.15
C -4.75 -2.56 0.53  -0.14
C -4.47 -1.21 0.70  -0.12
C -3.17 -0.79 0.88  -0.07
C -2.12 -1.71 0.89  -0.38
C -2.42 -3.07 0.73  -0.07
C -3.72 -3.49 0.55  -0.12
N -0.83 -1.25 1.03  -0.13
N 0.10 -2.18 1.01  -0.01
C 1.41 -1.80 1.03  -0.37
C 2.33 -2.86 1.18  -0.06
C 3.68 -2.62 1.18  -0.13
C 4.16 -1.32 1.02  -0.14
C 3.26 -0.26 0.88  -0.16
C 1.90 -0.48 0.88  -0.23
H -5.77 -2.89 0.37  0.08
H -5.28 -0.49 0.66  0.09
H -2.94 0.27 0.99  0.09
H -1.59 -3.77 0.73  0.09
H -3.93 -4.54 0.41  0.09
H 1.93 -3.86 1.28  0.09
H 4.38 -3.43 1.30  0.09
H 5.22 -1.14 1.00  0.08
H 3.66 0.74 0.77  0.08
F -0.99 4.05 3.92  0.12
C 0.06 3.58 3.23  -0.65
F 1.13 4.26 3.65  0.12
F 0.23 2.31 3.61  0.10
S -0.19 3.68 1.37  0.43
O -1.23 2.69 1.15  -0.38
O -0.56 5.04 1.12  -0.29
O 1.11 3.28 0.87  -0.38
I -1.31 -1.10 -2.48  0.95
C -0.02 0.46 -3.07  -0.77
C 0.37 0.54 -4.39  -0.15
C 1.27 1.54 -4.74  -0.06
C 1.71 2.41 -3.74  -0.06
C 1.22 2.27 -2.46  -0.12
N 0.37 1.29 -2.12  -0.02
H -0.03 -0.16 -5.11  0.08
H 1.62 1.62 -5.76  0.10
H 2.42 3.19 -3.96  0.10
H 1.50 2.93 -1.66  0.10

E_LUMO (alpha / beta): 2.26 / 2.25 eV
Frontier orbital gap (alpha / beta): 5.11 / 6.88 eV
Electronic energy: -2232.63638 a.u.
2S+1: 2
Net charge: -1
Highest occupied orbital energy (alpha / beta): -2.850 / -4.634 eV